No. 1
DFT (wB97M-V/def2-TZVPD) results for a cluster of 4 separate species, C23H42FN2O12 in total.

Atoms and positions in Å:
C: -4.85262 -3.86272 -1.08318
C: -3.74862 -3.86017 -0.01223
N: -2.36381 -3.78921 -0.51305
C: -2.01917 -2.68923 -1.38907
C: -2.38858 -1.29270 -0.85680
C: -2.58003 -0.26319 -1.96539
O: -3.46184 -0.84083 -2.91587
O: -4.19631 0.20688 -3.55599
O: -1.41065 -0.73116 -0.01064
C: -0.61168 -1.66811 0.70427
C: 0.25426 -0.87381 1.65695
C: 0.26597 -2.38637 -0.30886
N: -0.51045 -2.79279 -1.55901
C: -0.00868 -2.15958 -2.83449
C: 0.76466 -3.17278 -3.64715
C: 1.22353 -2.63775 -4.97845
F: 1.86426 -3.54755 -2.85770
H: -5.45192 -4.77082 -1.01976
H: -4.44265 -3.81730 -2.09466
H: -5.53491 -3.01932 -0.96708
H: -3.89710 -3.04624 0.69693
H: -3.79101 -4.77027 0.58541
H: -2.17572 -4.65861 -1.00613
H: -2.43390 -2.78282 -2.39929
H: -3.34105 -1.39834 -0.32862
H: -2.98631 0.65593 -1.54486
H: -1.61932 -0.01381 -2.42832
H: -5.07084 0.11224 -3.14604
H: -1.25643 -2.37331 1.23238
H: 0.61655 0.01996 1.14259
H: -0.32551 -0.55767 2.52297
H: 1.10071 -1.45700 2.02575
H: 0.71874 -3.27875 0.12052
H: 1.06032 -1.72025 -0.64047
H: -0.33646 -3.79359 -1.65708
H: 0.63530 -1.32580 -2.55884
H: -0.85259 -1.77615 -3.40763
H: 0.16537 -4.08200 -3.78447
H: 1.96243 -1.84751 -4.83703
H: 0.37549 -2.24355 -5.54199
H: 1.67637 -3.43756 -5.56306
C: 5.23373 0.14947 0.29844
C: 5.00565 0.18065 1.78503
C: 4.90807 -1.17119 2.47179
O: 3.98511 -0.91742 3.53933
C: 3.23320 0.15142 3.20584
O: 2.26968 0.52437 3.79937
O: 3.70740 0.73669 2.08929
H: 4.39723 -0.34134 -0.20073
H: 5.32971 1.15597 -0.10350
H: 6.14997 -0.39938 0.07736
H: 5.74591 0.80964 2.28569
H: 5.84426 -1.53327 2.88579
H: 4.47714 -1.92743 1.80998
C: -0.40308 2.54951 2.73609
C: -0.65798 2.82071 4.19204
C: -0.80768 1.57194 5.03379
O: -1.72232 1.97719 6.05351
C: -2.45598 3.01232 5.57269
O: -3.41822 3.46336 6.09799
O: -1.93571 3.45096 4.39933
H: -1.25494 2.03804 2.28465
H: -0.22921 3.46896 2.17853
H: 0.48692 1.92485 2.64626
H: 0.10651 3.47823 4.61426
H: 0.12066 1.22025 5.47384
H: -1.27059 0.76484 4.45681
C: 1.76964 6.23077 -1.85021
C: 0.89658 5.00995 -1.95279
C: -0.04366 4.76910 -0.78330
O: -0.11981 3.33786 -0.74056
C: 0.99469 2.83237 -1.31171
O: 1.29914 1.67903 -1.28055
O: 1.69661 3.80414 -1.91827
H: 2.43144 6.14951 -0.98779
H: 2.37751 6.35258 -2.74447
H: 1.14757 7.11901 -1.73420
H: 0.34364 4.99591 -2.89556
H: -1.04049 5.17894 -0.91491
H: 0.38591 5.12514 0.15628

Output
- Lowest unoccupied orbital energy: -2.44 eV
- Molecular weight: 557.6 g mol⁻¹
- Net charge: +1
- E_HOMO: -12.18 eV
- Energy: -54791.9134 eV

***

No. 2
DFT (wB97M-V/def2-TZVPD) results for a cluster of 2 separate species, C9H12IO2 in total at a distorted geometry.

Atoms and positions in Å:
C: -0.26673 0.20750 -2.23523
C: 0.94378 0.13538 -1.69393
C: 1.62909 -2.30128 -0.10663
C: -1.43157 0.51677 -1.35651
C: -0.99886 1.22684 -0.08837
C: 1.18777 0.04426 -0.24735
C: -0.01083 0.29795 0.71878
C: 0.32840 1.04003 2.00639
C: -0.74052 -1.02980 1.04393
O: 2.19131 -2.42824 0.95201
O: 1.31546 -2.66600 -1.16136
I: 2.99190 1.20791 0.24708
H: -0.48226 -0.11043 -3.26734
H: 1.86624 0.08007 -2.37325
H: -1.93231 1.31658 -1.90504
H: -2.19738 -0.33017 -1.13893
H: -0.65896 2.20899 -0.26258
H: -1.85714 1.28270 0.66485
H: -0.59334 0.76561 2.65095
H: 0.42550 2.13909 1.90887
H: 1.22504 0.56013 2.52111
H: -0.38132 -1.57651 1.96481
H: -0.71103 -1.70740 0.15487
H: -1.84224 -0.87997 1.00284

Output
- Lowest unoccupied orbital energy: 2.98 eV
- Molecular weight: 279.1 g mol⁻¹
- Net charge: -1
- E_HOMO: -2.74 eV
- Relative energy (zero: lowest compared OMol25 entry of this formula, charge and spin): 0.29 kcal per mole
- Energy: -21723.0106 eV

***

No. 3
DFT (wB97M-V/def2-TZVPD) results for the molecule C15H22N2O4S at a distorted geometry.

Atoms and positions in Å:
C: -1.30531 -5.41081 3.09004
C: -0.22919 -4.40786 2.68258
N: -0.76376 -3.12221 2.28820
C: -1.27249 -2.23254 3.30942
C: -0.27154 -1.12179 3.61929
S: -1.58519 -3.06244 0.83668
O: -1.09195 -4.12399 0.00998
O: -3.00625 -2.95647 1.03680
C: -0.99245 -1.49858 0.20353
C: 0.34536 -1.37884 -0.12214
C: 0.83857 -0.17560 -0.59006
C: -0.02257 0.91343 -0.73291
N: 0.41070 2.14979 -1.20162
C: 1.64775 2.53808 -1.60228
O: 2.64658 1.85524 -1.60834
C: 1.66072 4.01302 -2.04882
C: 2.58069 4.21619 -3.26919
C: 1.64234 4.78031 -4.34095
C: 0.26602 4.36983 -3.81932
O: 0.36530 4.46410 -2.40983
C: -1.37279 0.77872 -0.40295
C: -1.85513 -0.42798 0.06550
H: -1.86537 -5.05765 3.95324
H: -1.99513 -5.54778 2.26108
H: -0.85048 -6.36675 3.33694
H: 0.30740 -4.79021 1.81286
H: 0.48303 -4.24328 3.49624
H: -2.20738 -1.80544 2.93860
H: -1.49742 -2.79273 4.22162
H: -0.06579 -0.53708 2.72652
H: -0.67216 -0.46519 4.38725
H: 0.66367 -1.54647 3.97492
H: 0.98676 -2.23769 -0.00954
H: 1.87861 -0.06642 -0.84884
H: -0.30047 2.86929 -1.30003
H: 1.98033 4.60433 -1.18268
H: 3.00391 3.25581 -3.56341
H: 3.39997 4.89457 -3.04486
H: 1.71363 5.86728 -4.37673
H: 1.84251 4.37932 -5.33100
H: 0.03326 3.33633 -4.11428
H: -0.54279 5.02784 -4.13631
H: -2.03741 1.62293 -0.51759
H: -2.89410 -0.56062 0.32239

Output
- Lowest unoccupied orbital energy: 0.58 eV
- Molecular weight: 326.4 g mol⁻¹
- E_HOMO: -8.79 eV
- Relative energy (zero: lowest compared OMol25 entry of this formula, charge and spin): 35.55 kcal per mole
- Structure (SMILES): CCN(CC)S(=O)(=O)c1ccc(NC(=O)[C@H]2CCCO2)cc1
- Energy: -37917.4927 eV

***

No. 4
DFT (wB97M-V/def2-TZVPD) results for a cluster of 2 separate species, C2H3BrO2 in total at a distorted geometry.

Atoms and positions in Å:
C: -0.80988 0.36846 -0.07793
C: 1.17782 -0.59805 0.09514
O: -1.12035 1.44414 -0.86598
O: -0.91316 1.55976 0.53705
Br: -2.11923 -1.09405 0.06624
H: 1.46097 0.18141 0.79448
H: 1.58286 -0.38929 -0.83091
H: 0.74097 -1.47239 0.28192

Output
- Lowest unoccupied orbital energy: -0.19 eV
- Molecular weight: 138.9 g mol⁻¹
- E_HOMO: -9.73 eV
- Relative energy (zero: lowest compared OMol25 entry of this formula, charge and spin): 155.17 kcal per mole
- Energy: -76253.5487 eV

***

No. 5
DFT (wB97M-V/def2-TZVPD) results for a cluster of 2 separate species, C3H12N2O in total at a distorted geometry.

Atoms and positions in Å:
N: -1.42131 0.46637 1.83763
C: -0.48836 -0.23259 0.93971
C: 0.80846 0.57284 0.81171
C: 2.06236 -0.27833 0.63239
N: 3.20107 0.58975 0.43175
H: -2.38672 0.35005 1.58057
H: -1.20904 1.39708 2.14288
H: -0.98553 -0.26074 -0.03493
H: -0.26123 -1.20795 1.37047
H: 0.78102 1.33802 0.03584
H: 0.86969 1.12577 1.74017
H: 1.93880 -0.84913 -0.28905
H: 2.15912 -0.91343 1.52428
H: 3.42074 1.09213 1.28684
H: 4.03676 0.04636 0.24629
O: -4.55961 -1.10583 -4.77662
H: -3.98402 -0.56685 -5.32973
H: -3.98219 -1.56353 -4.15020

Output
- Lowest unoccupied orbital energy: 0.77 eV
- Molecular weight: 92.1 g mol⁻¹
- E_HOMO: -8.87 eV
- Relative energy (zero: lowest compared OMol25 entry of this formula, charge and spin): 11.87 kcal per mole
- Structure (SMILES): NCCCN.O
- Energy: -8332.8076 eV

***

No. 6
DFT (wB97M-V/def2-TZVPD) results for a structure of composition C16H14FN3OS at a distorted geometry.

Atoms and positions in Å:
F: 6.35793 0.17366 -0.33119
C: 5.14385 -0.13829 -0.33112
C: 4.76623 -1.23897 0.20968
C: 3.31793 -1.66936 0.30444
C: 2.32080 -0.92445 -0.29420
C: 2.66213 0.37398 -0.65557
C: 3.96680 0.64723 -0.63638
H: 4.36103 1.72635 -1.36108
H: 1.92485 1.17978 -1.17498
N: 0.98730 -1.08284 -0.13424
H: 0.27707 -0.04012 -0.20230
C: 0.29749 -2.04344 0.51795
C: -1.04788 -2.39810 0.32562
N: -1.86708 -2.95593 1.03154
N: -3.13945 -2.76131 0.43318
C: -3.07688 -1.77257 -0.12112
S: -4.23537 -1.09531 -1.04029
C: -3.38656 0.48816 -1.61573
C: -2.55122 1.38630 -0.65789
C: -3.35712 1.63825 0.69924
C: -2.72172 2.24765 1.51565
C: -1.46350 2.70723 1.62136
C: -0.67794 2.42803 0.34950
C: -1.38573 1.69715 -0.55783
H: -0.80108 1.58569 -1.89135
H: 0.44735 2.62189 0.17083
H: -0.82305 2.93861 2.26487
H: -3.16896 2.64583 2.48531
H: -4.44192 1.26549 0.80584
H: -4.09208 1.11408 -2.08730
H: -2.63771 0.32218 -2.51378
O: -1.74680 -1.37116 -0.50730
H: 0.63828 -2.03537 1.72264
H: 0.81487 -3.20789 0.23753
H: 2.93979 -2.64089 0.78032
H: 5.39837 -1.81155 0.63812

Output
- Lowest unoccupied orbital energy: -0.09 eV
- Molecular weight: 315.4 g mol⁻¹
- E_HOMO: -8.05 eV
- Relative energy (zero: lowest compared OMol25 entry of this formula, charge and spin): 330.44 kcal per mole
- Energy: -36874.7679 eV

***

No. 7
DFT (wB97M-V/def2-TZVPD) results for a structure of composition C4H8NO at a distorted geometry.

Atoms and positions in Å:
C: -0.53818 -0.67541 -1.67684
C: -0.68476 -1.12507 -0.43327
C: -0.49593 0.74495 -1.14749
C: 1.02250 0.54300 1.28626
N: -0.68813 0.14239 0.15100
O: 1.04224 -0.31354 2.27122
H: -0.36968 -1.01242 -2.70115
H: -0.96455 -2.04809 0.04930
H: 0.61654 1.24442 -1.18340
H: -1.26221 1.43579 -1.51932
H: 1.42335 0.38661 0.20484
H: 0.85901 1.55467 1.66706
H: -1.49604 0.27518 0.81496
H: 1.53584 -1.15250 2.21683

Output
- Lowest unoccupied orbital energy (alpha / beta): -4.33 / -4.33 eV
- Molecular weight: 86.1 g mol⁻¹
- Net charge: +1
- E_HOMO (alpha / beta): -14.03 / -14.03 eV
- Relative energy (zero: lowest compared OMol25 entry of this formula, charge and spin): 79.98 kcal per mole
- Energy: -7804.6345 eV

***

No. 8
DFT (wB97M-V/def2-TZVPD) results for the molecule C4H5NOS at a distorted geometry.

Atoms and positions in Å:
O: 1.73600 -0.98076 0.89616
C: 0.69356 -0.47345 0.21291
N: 0.20937 -1.15208 -0.84760
C: -0.82823 -0.44312 -1.40663
C: -1.00848 0.69929 -0.68515
C: -0.02482 0.69266 0.35777
S: 0.34444 1.89720 1.58873
H: 1.93711 -0.32198 1.59398
H: 0.57084 -2.06907 -1.17188
H: -1.35383 -0.83261 -2.26670
H: -1.71641 1.47806 -0.83938
H: -0.55955 1.50586 2.56780

Output
- Lowest unoccupied orbital energy: 0.73 eV
- Molecular weight: 115.2 g mol⁻¹
- E_HOMO: -7.98 eV
- Relative energy (zero: lowest compared OMol25 entry of this formula, charge and spin): 7.89 kcal per mole
- Structure (SMILES): Oc1[nH]ccc1S
- Energy: -18601.5770 eV